Record 1
# C5H8FN

One molecule with the formula C5H8FN in a non-equilibrium geometry (ωB97M-V with the def2-TZVPD basis set, OMol25).

Its structure (SMILES) is C=C(F)/C=C/CN. As for the charge: 0. The value obtained for the LUMO energy is 0.91 eV. The multiplicity is 1. The value obtained for the energy above the lowest of the compared OMol25 structures with the same formula, charge and spin is 32.80 kcal/mol.

CARTESIAN COORDINATES (ANGSTROEM)
C1 -3.14439 -0.45383 -0.11606
C2 -2.00431 0.20469 0.01547
F1 -1.93128 1.60170 0.13306
C3 -0.67841 -0.38709 -0.01491
C4 0.45527 0.27754 -0.15969
C5 1.81891 -0.31066 0.21930
N1 2.90599 0.52652 -0.20822
H1 -4.12116 0.10926 -0.16777
H2 -3.24195 -1.54186 -0.28089
H3 -0.83606 -1.44008 0.10149
H4 0.40838 1.27348 -0.42081
H5 1.81600 -0.27653 1.30529
H6 1.90146 -1.36274 -0.09628
H7 3.88376 0.26128 -0.01067
H8 2.76779 1.51831 -0.29930



Record 2
# C5H8FN

A 3-piece molecular cluster, C5H8FN overall in a non-equilibrium geometry (ωB97M-V with the def2-TZVPD basis set, OMol25).

As for the charge: 0. The value obtained for the LUMO energy is -1.42 eV. The multiplicity is 1. The value obtained for the energy above the lowest of the compared OMol25 structures with the same formula, charge and spin is 210.62 kcal/mol.

CARTESIAN COORDINATES (ANGSTROEM)
C1 -0.98671 0.39065 -0.42935
C2 0.35716 -0.02402 -1.04436
C3 1.52324 -0.39609 -0.44154
C4 1.71645 -0.55498 1.03733
C5 0.56983 -0.78864 1.75299
H1 -2.09969 2.15155 -1.06999
H2 -3.12971 -0.33089 -1.27174
H3 -1.56577 -0.46524 0.16624
H4 -0.84597 1.38875 0.26141
H5 0.45410 0.01093 -2.26606
H6 2.37068 -0.67520 -1.16438
H7 0.87535 -0.59820 2.89021
H8 -0.49990 -0.60941 1.44408
N1 -1.71604 0.88944 -1.60783
F1 2.97699 -0.38866 1.74300



Number 1: total energy -9520.36658 eV. Number 2: total energy -9512.65565 eV.